Record 1
DFT (ωB97M-V/def2-TZVPD) results for one molecule with the formula C5H9IOS.

CARTESIAN COORDINATES (ANGSTROEM)
C: -1.086 -0.220 1.375
C: -0.967 0.650 0.080
C: 0.863 -0.833 -0.424
C: -0.575 2.075 0.476
C: 1.212 -1.829 -1.518
O: -0.036 0.122 -0.896
S: 0.143 -1.576 1.070
I: 2.833 0.386 0.092
H: -0.725 0.265 2.367
H: -2.025 -0.610 1.398
H: -1.998 0.544 -0.353
H: 0.321 2.109 1.174
H: -1.526 2.530 0.979
H: -0.477 2.591 -0.545
H: 2.029 -2.452 -1.198
H: 1.563 -1.273 -2.266
H: 0.451 -2.481 -1.810

Properties
- Energy relative to the best compared isomer or geometry (same formula, charge and spin): 0.0000 eV
- Structure (SMILES): C[C@@H]1CS[C@](C)(I)O1
- Energy: -26313.1637 eV
- 2S+1: 1
- Frontier orbital gap: 8.8350 eV

Record 2
DFT (ωB97M-V/def2-TZVPD) results for a 2-piece molecular cluster, C12H12 overall.

CARTESIAN COORDINATES (ANGSTROEM)
C: 2.265 1.685 0.738
C: 1.365 2.556 0.267
C: 0.167 2.472 0.957
C: -0.179 1.563 2.049
C: 0.867 0.718 2.468
C: 2.055 0.739 1.676
C: -0.389 -0.747 -0.601
C: -1.557 -1.335 -0.018
C: -2.183 -2.269 -0.778
C: -1.813 -2.376 -2.228
C: -0.827 -1.694 -2.719
C: -0.010 -0.957 -1.975
H: 3.358 1.586 0.613
H: 1.603 3.528 -0.301
H: -0.691 3.055 0.555
H: -1.189 1.232 2.304
H: 0.940 0.245 3.422
H: 2.729 -0.021 1.954
H: 0.320 -0.333 0.140
H: -1.949 -1.524 0.995
H: -2.871 -2.937 -0.374
H: -2.249 -3.124 -2.943
H: -0.567 -1.549 -3.897
H: 0.805 -0.514 -2.303

Properties
- Energy relative to the best compared isomer or geometry (same formula, charge and spin): 4.0256 eV
- Structure (SMILES): c1ccccc1.c1ccccc1
- Energy: -12634.9031 eV
- 2S+1: 1
- Frontier orbital gap: 9.6827 eV

Record 3
DFT (ωB97M-V/def2-TZVPD) results for one molecule with the formula C2H2N2O2S.

CARTESIAN COORDINATES (ANGSTROEM)
C: -0.487 -0.351 1.480
C: -0.307 -0.486 -0.220
N: -0.502 -0.127 2.599
N: -0.279 0.887 -0.635
O: -1.166 1.203 -1.313
O: 0.603 1.534 -0.214
S: 1.181 -1.384 -0.673
H: -1.180 -0.837 -0.648
H: 2.137 -0.440 -0.375

Properties
- Energy relative to the best compared isomer or geometry (same formula, charge and spin): 4.4493 eV
- Structure (SMILES): N#C[C@H](S)[N+](=O)[O-]
- Energy: -20011.9000 eV
- 2S+1: 1
- Frontier orbital gap: 10.3070 eV

Record 4
DFT (ωB97M-V/def2-TZVPD) results for C21H30N4O5RuSSi2 as an isolated structure.

CARTESIAN COORDINATES (ANGSTROEM)
Ru: -0.262 -0.327 -0.169
O: 3.569 -0.181 4.630
C: 2.836 -0.210 3.680
C: 1.312 -0.246 3.722
O: 0.633 -0.261 4.717
C: 0.909 -0.292 2.318
C: 2.019 -0.287 1.462
O: 1.866 -0.359 0.191
C: 3.256 -0.263 2.220
O: 4.400 -0.319 1.796
O: -0.281 -0.375 1.823
C: -2.882 -2.563 1.176
Si: -3.278 -1.550 -0.357
C: -5.156 -1.344 -0.258
C: -3.075 -2.493 -1.976
N: -2.276 -0.121 -0.390
C: -2.668 1.189 -0.225
C: -3.987 1.658 -0.105
C: -4.267 2.996 0.097
C: -3.229 3.918 0.199
C: -1.924 3.483 0.060
C: -1.619 2.139 -0.187
N: -0.344 1.630 -0.412
Si: 1.002 2.729 -0.711
C: 1.559 3.551 0.886
C: 2.534 1.958 -1.471
C: 0.510 4.003 -2.018
H: -3.366 -3.544 1.137
H: -3.280 -2.025 2.041
H: -1.818 -2.704 1.342
H: -5.563 -2.362 -0.267
H: -5.585 -0.812 -1.109
H: -5.492 -0.867 0.665
H: -3.592 -3.457 -1.930
H: -2.045 -2.672 -2.275
H: -3.550 -1.899 -2.763
H: -4.805 0.958 -0.159
H: -5.297 3.321 0.199
H: -3.437 4.964 0.392
H: -1.124 4.202 0.166
H: 1.785 2.779 1.627
H: 0.819 4.222 1.324
H: 2.478 4.119 0.711
H: 3.185 1.473 -0.746
H: 3.089 2.783 -1.933
H: 2.307 1.230 -2.248
H: -0.311 4.669 -1.757
H: 0.226 3.475 -2.933
H: 1.386 4.617 -2.254
C: 2.542 -2.052 -2.531
N: 2.699 -2.743 -1.271
C: 3.964 -2.632 -0.535
C: 3.637 -3.344 0.780
N: 2.173 -3.329 0.766
C: 1.696 -2.913 -0.409
S: 0.027 -2.708 -0.740
H: 3.399 -2.282 -3.164
H: 2.485 -0.977 -2.359
H: 1.630 -2.387 -3.018
H: 4.187 -1.575 -0.364
H: 4.774 -3.109 -1.083
H: 4.037 -2.813 1.639
H: 3.993 -4.377 0.783
H: 1.588 -3.292 1.582

Properties
- Energy relative to the best compared isomer or geometry (same formula, charge and spin): 0.5658 eV
- Energy: -67639.8836 eV
- Charge: -1
- 2S+1: 2
- Frontier orbital gap (alpha / beta): 6.3760 / 6.3999 eV